Molecular formula: C66H130B5F20N10O6
Method: DFT, wB97M-V/def2-TZVPD

Last columns: bonded neighbours and bond lengths (Å).
Cartesian coordinates (Å):
1 C 8.1974 0.1576 -2.0113  C2 1.535, H12 1.090, H13 1.090, H14 1.090
2 C 7.5653 0.0199 -0.6191  C1 1.535, C3 1.536, N7 1.599, C11 1.519
3 C 8.6902 0.1458 0.4199  C2 1.536, C4 1.481, H15 1.090, H16 1.090
4 C 9.0213 1.5832 0.5580  C3 1.481, C5 1.568, H17 1.090, H18 1.090
5 C 7.8126 2.4764 1.0054  C4 1.568, C6 1.582, H19 1.090, H20 1.090
6 C 6.6086 2.4543 -0.0213  C5 1.582, N7 1.479, C9 1.596, C10 1.538
7 N 6.3584 1.0339 -0.3476  C2 1.599, C6 1.479, O8 1.377
8 O 5.2035 0.7768 -1.0526  N7 1.377
9 C 6.9632 3.1877 -1.3941  C6 1.596, H21 1.090, H22 1.090, H23 1.090
10 C 5.3632 3.0345 0.6701  C6 1.538, H24 1.090, H25 1.090, H26 1.090
11 C 6.9667 -1.3419 -0.3100  C2 1.519, H27 1.090, H28 1.090, H29 1.090
12 H 7.4535 0.1108 -2.8066  C1 1.090
13 H 8.9266 -0.6227 -2.2293  C1 1.090
14 H 8.6519 1.1317 -2.1926  C1 1.090
15 H 9.5813 -0.4091 0.1266  C3 1.090
16 H 8.2841 -0.0615 1.4100  C3 1.090
17 H 9.4977 1.9675 -0.3440  C4 1.090
18 H 9.9155 1.6970 1.1708  C4 1.090
19 H 8.1548 3.4999 1.1585  C5 1.090
20 H 7.3960 2.1824 1.9688  C5 1.090
21 H 6.3905 2.7892 -2.2316  C9 1.090
22 H 8.0103 3.0551 -1.6663  C9 1.090
23 H 6.8137 4.2566 -1.2417  C9 1.090
24 H 5.4447 3.9302 1.2858  C10 1.090
25 H 4.9774 2.2868 1.3631  C10 1.090
26 H 4.6271 3.1319 -0.1279  C10 1.090
27 H 6.6297 -1.5080 0.7133  C11 1.090
28 H 7.6880 -2.1574 -0.3622  C11 1.090
29 H 6.1504 -1.5261 -1.0085  C11 1.090
30 C -3.1479 -3.9132 -5.0286  C31 1.523, H41 1.090, H42 1.090, H43 1.090
31 C -4.5431 -4.4514 -4.7377  C30 1.523, C32 1.519, N36 1.519, C40 1.529
32 C -4.4390 -5.9206 -4.3656  C31 1.519, C33 1.492, H44 1.090, H45 1.090
33 C -4.0607 -6.2013 -2.9503  C32 1.492, C34 1.567, H46 1.090, H47 1.090
34 C -5.1720 -5.5142 -2.0860  C33 1.567, C35 1.563, H48 1.090, H49 1.090
35 C -5.3359 -3.9724 -2.2815  C34 1.563, N36 1.485, C38 1.539, C39 1.608
36 N -5.1631 -3.5403 -3.6920  C31 1.519, C35 1.485, O37 1.453
37 O -5.8204 -2.3233 -4.1370  N36 1.453
38 C -4.3655 -3.2001 -1.3708  C35 1.539, H50 1.090, H51 1.090, H52 1.090
39 C -6.8417 -3.6377 -1.8263  C35 1.608, H53 1.090, H54 1.090, H55 1.090
40 C -5.4346 -4.4225 -5.9791  C31 1.529, H56 1.090, H57 1.090, H58 1.090
41 H -2.5507 -4.4436 -5.7703  C30 1.090
42 H -2.5848 -4.0783 -4.1099  C30 1.090
43 H -3.0979 -2.8444 -5.2366  C30 1.090
44 H -3.7407 -6.3657 -5.0743  C32 1.090
45 H -5.4053 -6.4240 -4.3978  C32 1.090
46 H -3.0562 -5.8620 -2.6975  C33 1.090
47 H -4.1069 -7.2404 -2.6245  C33 1.090
48 H -4.9268 -5.6832 -1.0374  C34 1.090
49 H -6.1331 -6.0159 -2.1981  C34 1.090
50 H -4.6410 -3.2846 -0.3196  C38 1.090
51 H -4.4624 -2.1166 -1.4404  C38 1.090
52 H -3.3307 -3.5391 -1.4178  C38 1.090
53 H -7.1024 -4.0995 -0.8741  C39 1.090
54 H -7.5209 -3.9371 -2.6246  C39 1.090
55 H -7.1545 -2.6237 -1.5771  C39 1.090
56 H -4.9267 -5.0757 -6.6887  C40 1.090
57 H -5.4290 -3.3969 -6.3481  C40 1.090
58 H -6.4661 -4.7011 -5.7637  C40 1.090
59 C -1.9935 2.2769 -0.8252  C60 1.551, H70 1.090, H71 1.090, H72 1.090
60 C -1.2669 0.9727 -1.2469  C59 1.551, C61 1.514, N65 1.558, C69 1.561
61 C -0.1455 1.2753 -2.2186  C60 1.514, C62 1.534, H73 1.090, H74 1.090
62 C 1.1190 1.9281 -1.6463  C61 1.534, C63 1.569, H75 1.090, H76 1.090
63 C 1.5974 0.9903 -0.4828  C62 1.569, C64 1.561, H77 1.090, H78 1.090
64 C 0.6340 0.5887 0.6783  C63 1.561, N65 1.546, C67 1.545, C68 1.498
65 N -0.7143 0.2350 0.0096  C60 1.558, C64 1.546, O66 1.390
66 O -1.7058 -0.1547 0.9029  N65 1.390
67 C 0.3922 1.7957 1.6129  C64 1.545, H79 1.090, H80 1.090, H81 1.090
68 C 1.0043 -0.7045 1.3377  C64 1.498, H82 1.090, H83 1.090, H84 1.090
69 C -2.2902 0.0426 -1.9707  C60 1.561, H85 1.090, H86 1.090, H87 1.090
70 H -2.6727 2.0572 -0.0015  C59 1.090
71 H -2.6178 2.7435 -1.5871  C59 1.090
72 H -1.3846 3.1277 -0.5193  C59 1.090
73 H -0.5206 1.9224 -3.0114  C61 1.090
74 H 0.3045 0.4070 -2.6999  C61 1.090
75 H 0.9345 2.9731 -1.3974  C62 1.090
76 H 1.8768 1.9577 -2.4292  C62 1.090
77 H 2.5352 1.3455 -0.0556  C63 1.090
78 H 2.0182 0.1655 -1.0578  C63 1.090
79 H -0.0048 2.6095 1.0060  C67 1.090
80 H 1.3326 2.2361 1.9441  C67 1.090
81 H -0.1443 1.6543 2.5511  C67 1.090
82 H 1.2057 -1.5422 0.6702  C68 1.090
83 H 0.3021 -1.0998 2.0717  C68 1.090
84 H 1.9098 -0.4690 1.8969  C68 1.090
85 H -2.9566 -0.4847 -1.2881  C69 1.090
86 H -1.7844 -0.7178 -2.5657  C69 1.090
87 H -3.0171 0.5711 -2.5876  C69 1.090
88 C 2.8585 7.4978 -1.7943  C89 1.582, H99 1.090, H100 1.090, H101 1.090
89 C 2.5181 6.7839 -3.1646  C88 1.582, C90 1.568, N94 1.530, C98 1.567
90 C 2.5990 7.8194 -4.3390  C89 1.568, C91 1.566, H102 1.090, H103 1.090
91 C 2.8564 7.2910 -5.7903  C90 1.566, C92 1.533, H104 1.090, H105 1.090
92 C 4.0407 6.3204 -5.7207  C91 1.533, C93 1.519, H106 1.090, H107 1.090
93 C 3.9283 5.1476 -4.7618  C92 1.519, N94 1.496, C96 1.593, C97 1.522
94 N 3.4871 5.6262 -3.4148  C89 1.530, C93 1.496, O95 1.456
95 O 3.5702 4.6139 -2.3709  N94 1.456
96 C 5.3926 4.5383 -4.6166  C93 1.593, H108 1.090, H109 1.090, H110 1.090
97 C 2.9576 4.1691 -5.4064  C93 1.522, H111 1.090, H112 1.090, H113 1.090
98 C 1.1091 6.1354 -2.9447  C89 1.567, H114 1.090, H115 1.090, H116 1.090
99 H 3.7667 8.0931 -1.8890  C88 1.090
100 H 3.0502 6.7809 -0.9959  C88 1.090
101 H 2.0829 8.2376 -1.5961  C88 1.090
102 H 3.3526 8.5935 -4.1942  C90 1.090
103 H 1.6626 8.3771 -4.3546  C90 1.090
104 H 3.0794 8.0726 -6.5167  C91 1.090
105 H 1.9601 6.8010 -6.1706  C91 1.090
106 H 4.9197 6.8517 -5.3556  C92 1.090
107 H 4.1004 6.1246 -6.7913  C92 1.090
108 H 6.1398 5.2385 -4.2431  C96 1.090
109 H 5.8150 4.2053 -5.5646  C96 1.090
110 H 5.4207 3.6496 -3.9861  C96 1.090
111 H 2.6839 3.4456 -4.6385  C97 1.090
112 H 3.3428 3.5765 -6.2361  C97 1.090
113 H 2.0041 4.6239 -5.6748  C97 1.090
114 H 0.3157 6.8716 -2.8160  C98 1.090
115 H 0.9508 5.4779 -2.0898  C98 1.090
116 H 0.8922 5.5715 -3.8520  C98 1.090
117 C -8.5672 0.3325 4.0777  C118 1.552, H128 1.090, H129 1.090, H130 1.090
118 C -7.1313 -0.0555 4.5209  C117 1.552, C119 1.570, N123 1.524, C127 1.566
119 C -6.6979 -1.2326 3.5761  C118 1.570, C120 1.543, H131 1.090, H132 1.090
120 C -6.3711 -0.8536 2.1164  C119 1.543, C121 1.523, H133 1.090, H134 1.090
121 C -5.3197 0.2483 2.1026  C120 1.523, C122 1.519, H135 1.090, H136 1.090
122 C -5.5691 1.4694 2.9718  C121 1.519, N123 1.564, C125 1.598, C126 1.557
123 N -6.1813 1.1267 4.3697  C118 1.524, C122 1.564, O124 1.423
124 O -6.0256 2.0086 5.4762  N123 1.423
125 C -6.6314 2.4027 2.2280  C122 1.598, H137 1.090, H138 1.090, H139 1.090
126 C -4.2500 2.1791 3.3959  C122 1.557, H140 1.090, H141 1.090, H142 1.090
127 C -7.1857 -0.7267 5.9344  C118 1.566, H143 1.090, H144 1.090, H145 1.090
128 H -8.8767 0.9292 4.9358  C117 1.090
129 H -9.2173 -0.5423 4.0884  C117 1.090
130 H -8.7327 0.7854 3.1001  C117 1.090
131 H -7.4833 -1.9857 3.5129  C119 1.090
132 H -5.8518 -1.7903 3.9776  C119 1.090
133 H -7.3115 -0.5421 1.6617  C120 1.090
134 H -6.0756 -1.7849 1.6332  C120 1.090
135 H -5.1763 0.5893 1.0773  C121 1.090
136 H -4.4018 -0.2926 2.3328  C121 1.090
137 H -6.9932 3.1354 2.9494  C125 1.090
138 H -7.4983 1.8922 1.8085  C125 1.090
139 H -6.1126 2.9852 1.4666  C125 1.090
140 H -4.4836 3.1892 3.7323  C126 1.090
141 H -3.5563 2.3651 2.5760  C126 1.090
142 H -3.6763 1.6306 4.1431  C126 1.090
143 H -7.3305 -0.0426 6.7705  C127 1.090
144 H -6.2534 -1.2814 6.0398  C127 1.090
145 H -7.9256 -1.5251 5.9927  C127 1.090
146 C 2.2701 -6.9840 -3.7926  C147 1.532, H157 1.090, H158 1.090, H159 1.090
147 C 2.1576 -6.1885 -2.4881  C146 1.532, C148 1.565, N152 1.577, C156 1.541
148 C 3.5849 -5.9248 -1.9024  C147 1.565, C149 1.552, H160 1.090, H161 1.090
149 C 4.4191 -4.9491 -2.7747  C148 1.552, C150 1.486, H162 1.090, H163 1.090
150 C 3.7655 -3.6149 -2.7929  C149 1.486, C151 1.578, H164 1.090, H165 1.090
151 C 2.2801 -3.6543 -3.3239  C150 1.578, N152 1.505, C154 1.610, C155 1.555
152 N 1.4768 -4.7894 -2.7476  C147 1.577, C151 1.505, O153 1.397
153 O 0.0908 -4.6738 -2.6175  N152 1.397
154 C 2.4675 -3.6860 -4.9226  C151 1.610, H166 1.090, H167 1.090, H168 1.090
155 C 1.5968 -2.3132 -2.9312  C151 1.555, H169 1.090, H170 1.090, H171 1.090
156 C 1.3912 -7.0014 -1.4272  C147 1.541, H172 1.090, H173 1.090, H174 1.090
157 H 1.2866 -7.0302 -4.2602  C146 1.090
158 H 2.6208 -8.0056 -3.6457  C146 1.090
159 H 3.0093 -6.5699 -4.4784  C146 1.090
160 H 4.1284 -6.8623 -1.7846  C148 1.090
161 H 3.4615 -5.5221 -0.8971  C148 1.090
162 H 4.7442 -5.2636 -3.7663  C149 1.090
163 H 5.3220 -4.7330 -2.2036  C149 1.090
164 H 4.4747 -3.0206 -3.3691  C150 1.090
165 H 3.7247 -3.2676 -1.7605  C150 1.090
166 H 3.1868 -2.9630 -5.3073  C154 1.090
167 H 1.4892 -3.5938 -5.3943  C154 1.090
168 H 2.8637 -4.6613 -5.2051  C154 1.090
169 H 1.3587 -2.3741 -1.8693  C155 1.090
170 H 0.6411 -2.1131 -3.4158  C155 1.090
171 H 2.2974 -1.5074 -3.1500  C155 1.090
172 H 1.3571 -6.6283 -0.4036  C156 1.090
173 H 1.7082 -8.0430 -1.3754  C156 1.090
174 H 0.3448 -7.0985 -1.7166  C156 1.090
175 C -3.2320 -3.4544 3.1850  C176 1.492, H183 1.090, H184 1.090, H185 1.090
176 C -3.1534 -4.0274 4.5608  C175 1.492, N177 1.473, H186 1.090, H187 1.090
177 N -1.8134 -3.8864 5.1559  C176 1.473, C178 1.441, C181 1.385
178 C -1.3511 -4.6108 6.3129  N177 1.441, C179 1.341, H188 1.080
179 C -0.0312 -4.3780 6.3593  C178 1.341, N180 1.380, H189 1.080
180 N 0.2992 -3.5061 5.3414  C179 1.380, C181 1.341, C182 1.509
181 C -0.7707 -3.1541 4.6141  N177 1.385, N180 1.341, H190 1.080
182 C 1.6626 -2.9297 5.0480  N180 1.509, H191 1.090, H192 1.090, H193 1.090
183 H -2.4636 -3.9364 2.5806  C175 1.090
184 H -2.9606 -2.4068 3.0546  C175 1.090
185 H -4.2430 -3.4110 2.7799  C175 1.090
186 H -3.3676 -5.0918 4.6569  C176 1.090
187 H -3.9145 -3.4402 5.0746  C176 1.090
188 H -2.0256 -5.2880 6.8157  C178 1.080
189 H 0.7290 -4.6251 7.0855  C179 1.080
190 H -0.8621 -2.4734 3.7806  C181 1.080
191 H 1.5397 -2.2235 4.2268  C182 1.090
192 H 2.4163 -3.6543 4.7399  C182 1.090
193 H 2.0198 -2.4265 5.9465  C182 1.090
194 C -4.0755 2.9309 7.4415  C195 1.502, H202 1.090, H203 1.090, H204 1.090
195 C -3.0830 3.8380 6.7712  C194 1.502, N196 1.490, H205 1.090, H206 1.090
196 N -1.7352 3.2045 6.8255  C195 1.490, C197 1.378, C200 1.378
197 C -1.0157 2.8822 7.9561  N196 1.378, C198 1.330, H207 1.080
198 C 0.1527 2.3414 7.6212  C197 1.330, N199 1.372, H208 1.080
199 N 0.2588 2.3572 6.2537  C198 1.372, C200 1.360, C201 1.447
200 C -0.9075 2.8690 5.7757  N196 1.378, N199 1.360, H209 1.080
201 C 1.3055 1.8658 5.3834  N199 1.447, H210 1.090, H211 1.090, H212 1.090
202 H -5.0209 3.4730 7.4596  C194 1.090
203 H -3.7702 2.7060 8.4635  C194 1.090
204 H -4.1669 2.0062 6.8717  C194 1.090
205 H -3.0637 4.8023 7.2789  C195 1.090
206 H -3.4142 4.0718 5.7594  C195 1.090
207 H -1.3862 3.0265 8.9603  C197 1.080
208 H 0.9597 1.9635 8.2315  C198 1.080
209 H -1.1192 3.0922 4.7405  C200 1.080
210 H 1.1136 0.8408 5.0664  C201 1.090
211 H 2.2255 1.8610 5.9679  C201 1.090
212 H 1.4518 2.5970 4.5884  C201 1.090
213 B -0.1125 -4.1077 0.6584  F214 1.415, F215 1.350, F216 1.357, F217 1.405
214 F 1.1350 -4.0325 -0.0060  B213 1.415
215 F -1.0997 -3.6625 -0.1476  B213 1.350
216 F -0.3751 -5.4322 0.7939  B213 1.357
217 F -0.2284 -3.4572 1.8984  B213 1.405
218 B -2.0978 5.3095 1.8546  F219 1.427, F220 1.310, F221 1.398, F222 1.378
219 F -1.1821 4.5886 2.6780  B218 1.427
220 F -2.6054 6.2401 2.6246  B218 1.310
221 F -1.2242 5.8796 0.9242  B218 1.398
222 F -3.0898 4.5546 1.2667  B218 1.378
223 B 4.4817 -0.0651 3.0457  F224 1.402, F225 1.418, F226 1.342, F227 1.352
224 F 5.6732 0.1208 3.7618  B223 1.402
225 F 3.8241 -1.2328 3.5090  B223 1.418
226 F 3.6698 1.0036 3.0354  B223 1.342
227 F 4.7237 -0.3722 1.7512  B223 1.352
228 B 2.1142 5.2351 1.2459  F229 1.408, F230 1.409, F231 1.369, F232 1.393
229 F 2.1612 4.1504 0.3501  B228 1.408
230 F 1.2618 6.2631 0.7956  B228 1.409
231 F 1.4214 4.8253 2.3539  B228 1.369
232 F 3.3699 5.7461 1.5659  B228 1.393
233 B -3.7964 -0.1341 -5.6958  F234 1.354, F235 1.480, F236 1.361, F237 1.362
234 F -4.2113 -1.1737 -6.4572  B233 1.354
235 F -3.3233 0.9264 -6.6127  B233 1.480
236 F -4.7718 0.2919 -4.8472  B233 1.361
237 F -2.7262 -0.5398 -4.9567  B233 1.362

Calculated values
Net charge ... +3
Gap between HOMO and LUMO ... 3.95 eV
2S+1 ... 1
Energy ... -155448.653 eV
HOMO ... -13.77 eV